Entry 1:
Computed, not measured: a 4-piece molecular cluster, C8H18O3 overall at a distorted geometry, with the ωB97M-V functional and the def2-TZVPD basis.

E_tot	-14728.6450	eV
HOMO-LUMO gap	0.35742	Ha
SMILES	C=C/C=C/CC(=C)C.O.O.O
LUMO energy	0.0216	hartree
charge	0

Element x y z (Å)
C (2.016, 2.181, 1.229)
C (0.809, 1.793, 1.633)
C (-0.115, 1.173, 0.666)
C (-1.444, 1.186, 0.734)
C (-2.378, 0.737, -0.373)
C (-1.947, -0.384, -1.279)
C (-1.024, -0.231, -2.222)
C (-2.765, -1.661, -1.225)
H (2.253, 2.166, 0.184)
H (2.729, 2.646, 1.893)
H (0.465, 1.899, 2.657)
H (0.344, 0.725, -0.204)
H (-1.959, 1.600, 1.596)
H (-2.513, 1.640, -0.980)
H (-3.362, 0.569, 0.064)
H (-0.550, 0.729, -2.391)
H (-0.766, -1.044, -2.892)
H (-3.088, -1.972, -2.218)
H (-2.160, -2.501, -0.872)
H (-3.597, -1.572, -0.544)
O (1.721, -2.175, 0.080)
H (1.689, -3.091, 0.377)
H (1.311, -1.696, 0.818)
O (2.711, -0.116, -2.299)
H (2.924, -0.670, -1.541)
H (2.371, 0.713, -1.942)
O (1.019, -1.120, 2.752)
H (1.828, -0.615, 2.603)
H (0.285, -0.506, 2.616)

Entry 2:
Computed, not measured: C8H19AgB2F4NO3Si as an isolated structure at a distorted geometry, with the ωB97M-V functional and the def2-TZVPD basis.

2S+1	2
E_tot	-40317.2522	eV
HOMO-LUMO gap (spin up / spin down)	0.33983 / 0.19695	Ha
LUMO energy (spin up / spin down)	-0.2635 / -0.4058	hartree
charge	+2

Element x y z (Å)
C (-2.620, -0.889, -2.632)
C (-2.202, 0.662, -2.844)
C (-1.640, 1.360, -1.526)
O (-0.214, 1.096, -1.470)
Si (0.313, 0.167, -0.127)
B (-0.844, -1.300, 0.434)
C (-2.091, -0.984, 1.448)
O (-0.685, -2.667, 0.066)
B (0.839, 1.405, 1.319)
O (1.090, 2.744, 0.919)
N (1.036, 1.029, 2.788)
C (1.893, -0.205, 2.922)
C (1.876, 2.110, 3.427)
C (2.001, -0.671, -0.689)
F (2.246, -1.780, 0.149)
F (3.059, 0.244, -0.566)
C (1.987, -1.250, -2.163)
F (1.833, -0.288, -3.151)
F (0.990, -2.244, -2.383)
H (-3.445, -1.001, -1.883)
H (-2.995, -1.249, -3.647)
H (-1.686, -1.559, -2.396)
H (-3.008, 1.264, -3.352)
H (-1.319, 0.649, -3.571)
H (-1.758, 2.476, -1.704)
H (-2.223, 1.134, -0.592)
H (-2.938, -1.695, 1.190)
H (-1.721, -1.277, 2.486)
H (-2.419, 0.094, 1.423)
H (-0.991, -3.232, 0.802)
H (0.442, 3.368, 1.301)
H (1.349, -1.141, 2.608)
H (2.824, -0.031, 2.285)
H (2.249, -0.330, 3.992)
H (1.307, 3.085, 3.523)
H (2.831, 2.258, 2.830)
H (2.186, 1.835, 4.480)
H (2.992, -1.737, -2.353)
Ag (-0.545, -1.451, -3.345)

Entry 3:
Computed, not measured: a 2-piece molecular cluster, C8H19BClN2O4S overall at a distorted geometry, with the ωB97M-V functional and the def2-TZVPD basis.

E_tot	-43803.6518	eV
HOMO-LUMO gap	0.10162	Ha
LUMO energy	0.0352	hartree
charge	-1

Element x y z (Å)
C (-0.374, -1.087, 3.696)
N (-0.573, -0.049, 2.689)
C (-0.171, -0.571, 1.391)
S (-0.914, 0.342, 0.032)
C (-2.750, -0.442, -0.040)
C (-2.913, -1.658, 0.730)
O (-2.306, -2.687, 0.560)
Cl (-4.049, -1.549, 2.156)
B (0.015, -0.097, -1.499)
O (0.074, 0.992, -2.374)
N (0.635, -1.376, -1.836)
C (-0.191, -2.401, -2.423)
C (1.747, -1.857, -1.060)
H (-1.134, -1.852, 3.646)
H (0.576, -1.556, 3.503)
H (-0.342, -0.647, 4.675)
H (-1.550, 0.195, 2.658)
H (-0.374, -1.629, 1.302)
H (0.884, -0.439, 1.270)
H (-3.460, 0.315, 0.232)
H (-2.906, -0.703, -1.062)
H (-0.575, 0.858, -3.058)
H (-0.941, -1.935, -3.043)
H (0.403, -3.000, -3.099)
H (-0.701, -3.049, -1.719)
H (2.516, -1.105, -1.029)
H (2.172, -2.717, -1.557)
H (1.520, -2.177, -0.047)
O (3.613, 4.199, -1.190)
C (2.684, 4.346, -0.310)
C (1.244, 3.630, -0.863)
O (0.308, 3.778, 0.014)
H (2.370, 5.386, -0.069)
H (2.837, 3.858, 0.678)
H (1.546, 2.591, -1.093)
H (1.080, 4.093, -1.860)

Entry 4:
Computed, not measured: a 2-piece molecular cluster, C8H19BrClO7P3 overall at a distorted geometry, with the ωB97M-V functional and the def2-TZVPD basis.

E_tot	-133363.6372	eV
HOMO-LUMO gap	0.09076	Ha
LUMO energy	0.1415	hartree
charge	-2

Element x y z (Å)
C (-3.300, 3.177, -0.842)
C (-1.770, 3.506, -0.660)
O (-1.038, 2.456, -1.271)
C (0.141, 2.896, -1.921)
C (1.457, 2.243, -1.356)
O (1.243, 1.104, -0.552)
C (0.753, 0.005, -1.315)
P (0.015, -1.215, -0.060)
C (-0.282, -0.378, 1.582)
Cl (-1.959, 0.393, 1.632)
C (-0.136, -1.386, 2.799)
C (1.208, -1.106, 3.564)
P (-1.924, -2.057, -0.764)
O (-2.687, -2.807, 0.582)
Br (-1.405, -3.634, -2.407)
H (-3.491, 2.229, -0.297)
H (-3.943, 4.003, -0.470)
H (-3.449, 2.966, -1.920)
H (-1.607, 4.507, -1.111)
H (-1.539, 3.499, 0.430)
H (0.070, 2.607, -3.000)
H (0.289, 3.998, -1.911)
H (1.936, 3.001, -0.690)
H (2.194, 2.038, -2.163)
H (1.543, -0.494, -1.935)
H (-0.080, 0.261, -2.006)
H (0.995, -2.296, 0.151)
H (0.427, 0.448, 1.793)
H (-0.170, -2.437, 2.455)
H (-0.951, -1.126, 3.503)
H (2.092, -1.203, 2.898)
H (1.195, -0.103, 4.056)
H (1.318, -1.847, 4.383)
H (-3.500, -2.347, 0.827)
O (2.659, -3.527, 0.466)
P (3.275, -4.182, -0.801)
O (4.425, -5.118, -0.388)
O (3.803, -3.073, -1.739)
O (2.194, -5.003, -1.540)

Entry 5:
Computed, not measured: an isolated ion of composition C8H19IN and charge +1 at a distorted geometry, with the ωB97M-V functional and the def2-TZVPD basis.

E_tot	-18188.0300	eV
HOMO-LUMO gap	0.37212	Ha
SMILES	CC(C)[N+](C)(C)C(C)(C)I
LUMO energy	-0.1182	hartree
charge	+1

Element x y z (Å)
C (2.053, 0.049, 0.059)
C (0.607, 0.515, 0.217)
C (0.513, 1.390, 1.464)
N (-0.447, -0.620, 0.157)
C (0.182, -1.931, 0.430)
C (-1.478, -0.467, 1.214)
C (-1.119, -0.565, -1.222)
C (-1.924, 0.906, -1.276)
C (-0.145, -0.697, -2.372)
I (-2.618, -2.162, -1.466)
H (2.655, 0.937, -0.113)
H (2.436, -0.435, 0.953)
H (2.208, -0.600, -0.796)
H (0.397, 1.159, -0.635)
H (0.722, 0.843, 2.378)
H (-0.442, 1.897, 1.561)
H (1.269, 2.166, 1.373)
H (0.904, -2.202, -0.331)
H (0.684, -1.891, 1.393)
H (-0.581, -2.707, 0.474)
H (-2.032, 0.458, 1.113)
H (-2.188, -1.291, 1.150)
H (-1.016, -0.506, 2.196)
H (-1.488, 1.651, -0.628)
H (-1.868, 1.254, -2.304)
H (-2.966, 0.749, -1.027)
H (0.389, -1.645, -2.348)
H (-0.706, -0.676, -3.304)
H (0.575, 0.117, -2.413)

Entry 6:
Computed, not measured: a single C8H19N3 molecule at a distorted geometry, with the ωB97M-V functional and the def2-TZVPD basis.

E_tot	-13067.6577	eV
HOMO-LUMO gap	0.32571	Ha
SMILES	CC(C)(C)n1[nH]n1C(C)(C)C
LUMO energy	0.0290	hartree
charge	0

Element x y z (Å)
C (-0.282, 1.376, 1.415)
C (-1.116, 0.072, 1.401)
C (-1.357, -0.477, 2.804)
C (-2.422, 0.371, 0.597)
N (-0.514, -1.029, 0.624)
N (0.835, -1.455, 0.903)
N (0.373, -1.285, -0.475)
C (0.996, -0.414, -1.443)
C (2.010, 0.575, -0.804)
C (-0.043, 0.495, -2.059)
C (1.627, -1.468, -2.444)
H (-0.274, 2.059, 0.478)
H (-0.659, 1.887, 2.318)
H (0.786, 1.051, 1.765)
H (-1.861, -1.468, 2.760)
H (-0.436, -0.498, 3.223)
H (-2.129, -0.023, 3.390)
H (-2.940, -0.468, 0.356)
H (-3.132, 0.848, 1.100)
H (-2.274, 0.978, -0.421)
H (1.509, -0.818, 1.122)
H (2.889, -0.031, -0.496)
H (2.235, 1.326, -1.540)
H (1.730, 0.962, 0.111)
H (-0.728, -0.088, -2.634)
H (-0.722, 0.935, -1.385)
H (0.333, 1.414, -2.662)
H (0.852, -1.942, -2.868)
H (2.264, -0.765, -3.189)
H (2.453, -2.120, -1.945)

Entry 7:
Computed, not measured: C8H19NS6Ti as an isolated structure at a distorted geometry, with the ωB97M-V functional and the def2-TZVPD basis.

2S+1	3
E_tot	-98220.9087	eV
HOMO-LUMO gap (spin up / spin down)	0.21615 / 0.25682	Ha
LUMO energy (spin up / spin down)	0.0020 / -0.0002	hartree
charge	0

Element x y z (Å)
Ti (1.117, 0.000, -0.218)
S (-0.131, -2.336, -0.298)
S (-0.197, 2.303, -0.362)
C (1.371, -3.294, 0.063)
C (-0.150, -2.460, -2.170)
C (0.491, -1.255, -2.794)
N (0.021, -0.016, -2.177)
C (0.537, 1.195, -2.809)
C (-0.082, 2.430, -2.228)
H (-1.228, -2.552, -2.460)
H (0.349, -3.391, -2.433)
H (0.300, -1.231, -3.867)
H (1.580, -1.261, -2.635)
H (0.376, 1.150, -3.889)
H (1.628, 1.171, -2.619)
H (-1.131, 2.570, -2.590)
H (0.479, 3.338, -2.457)
C (1.244, 3.295, 0.120)
H (-1.054, 0.002, -2.301)
H (2.160, 2.916, -0.358)
H (1.348, 3.209, 1.210)
H (1.061, 4.342, -0.163)
H (1.471, -3.315, 1.153)
H (2.257, -2.806, -0.371)
H (1.254, -4.319, -0.321)
C (-2.630, 0.010, 0.994)
C (-2.851, -0.045, -0.346)
H (-2.377, 0.953, 1.501)
H (-2.404, -0.900, 1.566)
H (-2.778, 0.852, -0.945)
H (-2.749, -0.973, -0.870)
S (0.256, 0.038, 2.090)
S (2.083, 0.804, 2.570)
S (3.483, -0.137, 1.448)
S (3.173, -0.019, -0.841)

Entry 8:
Computed, not measured: a 2-piece molecular cluster, C8H20 overall at a distorted geometry, with the ωB97M-V functional and the def2-TZVPD basis.

E_tot	-8620.3297	eV
HOMO-LUMO gap	0.44109	Ha
SMILES	CC(C)C.CC(C)C
LUMO energy	0.0371	hartree
charge	0

Element x y z (Å)
C (0.588, 3.758, -0.457)
C (0.926, 2.276, -0.647)
C (-0.297, 1.481, -1.168)
C (2.219, 1.989, -1.480)
H (-0.219, 3.790, 0.294)
H (0.229, 4.242, -1.381)
H (1.449, 4.331, -0.072)
H (0.985, 1.810, 0.358)
H (-1.204, 1.682, -0.573)
H (0.000, 0.430, -1.012)
H (-0.537, 1.625, -2.235)
H (3.071, 2.545, -1.055)
H (2.055, 2.333, -2.515)
H (2.474, 0.916, -1.503)
C (-1.864, -2.629, -0.019)
C (-0.597, -2.196, 0.731)
C (-0.826, -1.130, 1.783)
C (0.091, -3.475, 1.257)
H (-2.672, -2.869, 0.692)
H (-1.718, -3.491, -0.691)
H (-2.175, -1.760, -0.624)
H (0.017, -1.699, -0.048)
H (0.005, -0.961, 2.489)
H (-1.705, -1.477, 2.352)
H (-1.076, -0.172, 1.297)
H (0.396, -4.176, 0.462)
H (-0.601, -3.996, 1.940)
H (0.988, -3.177, 1.826)

Entry 9:
Computed, not measured: C8H20ClCuN2O6SeSi as an isolated structure, with the ωB97M-V functional and the def2-TZVPD basis.

2S+1	2
E_tot	-154269.6536	eV
HOMO-LUMO gap (spin up / spin down)	0.25570 / 0.27419	Ha
LUMO energy (spin up / spin down)	0.1058 / 0.1044	hartree
charge	-1

Element x y z (Å)
Cu (0.306, -0.120, 0.723)
N (1.459, -0.818, 4.664)
C (0.948, -0.365, 3.477)
O (1.691, -0.076, 2.546)
C (-0.555, -0.228, 3.395)
C (-0.990, 0.483, 2.117)
H (2.414, -1.131, 4.636)
H (0.841, -1.311, 5.284)
H (-0.893, 0.267, 4.315)
H (-0.949, -1.248, 3.413)
H (-0.919, 1.566, 2.202)
H (-1.997, 0.193, 1.821)
O (-2.228, -3.591, 1.019)
Cl (-0.909, -3.100, 0.698)
O (-0.205, -4.037, -0.143)
O (-0.155, -2.853, 1.915)
O (-1.045, -1.820, -0.024)
C (-2.641, 1.180, -1.032)
Si (-1.238, 2.183, -1.743)
C (-0.951, 1.635, -3.519)
C (-1.748, 3.989, -1.832)
Se (0.671, 2.020, -0.563)
H (-3.504, 1.149, -1.709)
H (-2.961, 1.610, -0.076)
H (-2.310, 0.155, -0.840)
H (-1.794, 1.917, -4.168)
H (-0.828, 0.545, -3.574)
H (-0.041, 2.104, -3.908)
H (-2.597, 4.138, -2.515)
H (-0.899, 4.580, -2.197)
H (-2.023, 4.369, -0.843)
C (3.545, -2.353, -1.288)
C (2.443, -1.335, -1.152)
N (2.246, -0.486, -2.174)
O (1.761, -1.323, -0.131)
H (3.826, -2.526, -2.328)
H (3.213, -3.282, -0.831)
H (4.415, -1.988, -0.737)
H (2.911, -0.450, -2.923)
H (1.688, 0.355, -1.974)

Entry 10:
Computed, not measured: C8H20F2NNiO6S2 as an isolated structure at a distorted geometry, with the ωB97M-V functional and the def2-TZVPD basis.

2S+1	3
E_tot	-90530.2799	eV
HOMO-LUMO gap (spin up / spin down)	0.25204 / 0.09550	Ha
LUMO energy (spin up / spin down)	-0.1714 / -0.3279	hartree
charge	+1

Element x y z (Å)
Ni (-0.993, -0.349, 1.660)
N (0.184, 1.042, 0.982)
S (0.464, 2.617, 1.076)
O (-0.022, 3.275, -0.080)
O (1.704, 3.018, 1.626)
F (-0.611, 2.959, 2.186)
S (1.522, 0.631, 0.066)
O (2.712, 0.396, 0.804)
O (1.621, 1.100, -1.251)
F (0.971, -0.891, -0.149)
C (-5.584, 0.397, -0.245)
C (-4.450, 1.337, 0.129)
O (-4.882, 2.592, 0.537)
C (-3.827, 3.524, 0.658)
C (-4.345, 4.856, 1.144)
H (-6.365, 0.931, -0.787)
H (-5.211, -0.414, -0.866)
H (-6.042, 0.053, 0.683)
H (-3.859, 0.835, 0.927)
H (-3.733, 1.434, -0.703)
H (-2.940, 3.183, 1.204)
H (-3.474, 3.703, -0.371)
H (-3.662, 5.664, 0.893)
H (-4.441, 4.888, 2.234)
H (-5.361, 5.005, 0.781)
C (5.043, -1.752, -2.082)
C (4.135, -2.360, -1.027)
O (4.756, -3.505, -0.497)
C (3.948, -4.366, 0.282)
C (3.077, -5.290, -0.587)
H (4.604, -0.860, -2.521)
H (6.055, -1.528, -1.757)
H (5.094, -2.548, -2.831)
H (4.115, -1.689, -0.134)
H (3.137, -2.542, -1.433)
H (4.649, -4.970, 0.853)
H (3.310, -3.803, 0.969)
H (3.735, -5.858, -1.244)
H (2.388, -4.715, -1.201)
H (2.581, -5.999, 0.070)

Entry 11:
Computed, not measured: a 2-piece molecular cluster, C8H20FO4S overall, with the ωB97M-V functional and the def2-TZVPD basis.

E_tot	-30351.5980	eV
HOMO-LUMO gap	0.22952	Ha
LUMO energy	-0.1908	hartree
charge	+1

Element x y z (Å)
C (-2.074, 2.284, -0.702)
C (-2.168, 1.597, -2.069)
O (-1.237, 2.080, -3.032)
C (0.099, 1.847, -2.703)
C (0.702, 0.871, -3.722)
O (1.667, -0.021, -2.941)
S (2.909, -0.476, -3.709)
F (4.054, -0.066, -2.756)
H (-2.924, 2.934, -0.507)
H (-2.084, 1.534, 0.089)
H (-1.175, 2.888, -0.598)
H (-3.154, 1.782, -2.485)
H (-2.105, 0.512, -1.943)
H (0.639, 2.790, -2.798)
H (0.247, 1.414, -1.713)
H (1.301, 1.381, -4.473)
H (-0.048, 0.224, -4.162)
H (2.909, -1.799, -3.383)
C (0.172, -2.761, 4.083)
O (0.938, -2.586, 2.898)
C (0.155, -2.397, 1.738)
C (0.044, -0.933, 1.360)
O (-0.651, -0.187, 2.342)
C (0.216, 0.517, 3.220)
H (0.836, -2.598, 4.930)
H (-0.654, -2.050, 4.141)
H (-0.222, -3.780, 4.134)
H (-0.840, -2.834, 1.864)
H (0.656, -2.931, 0.922)
H (-0.531, -0.856, 0.428)
H (1.037, -0.505, 1.181)
H (0.585, 1.430, 2.738)
H (1.063, -0.097, 3.530)
H (-0.360, 0.796, 4.099)

Entry 12:
Computed, not measured: an isolated ion of composition C8H20N3O3 and charge +1 at a distorted geometry, with the ωB97M-V functional and the def2-TZVPD basis.

E_tot	-19223.1998	eV
HOMO-LUMO gap	0.37719	Ha
SMILES	CCO[C@]1(N)N([NH2+]C)CC[C@]1(O)OC
LUMO energy	-0.0970	hartree
charge	+1

Element x y z (Å)
C (1.993, -3.142, -0.731)
C (1.817, -1.784, -0.129)
O (0.694, -1.078, -0.645)
C (-0.046, -0.334, 0.213)
N (-0.508, -0.793, 1.514)
N (-1.390, -0.169, -0.681)
N (-2.485, 0.390, 0.052)
C (-3.462, -0.706, 0.374)
C (-0.901, 0.777, -1.694)
C (-0.412, 1.968, -0.896)
C (0.351, 1.244, 0.254)
O (-0.060, 1.673, 1.549)
O (1.696, 1.105, 0.054)
C (2.658, 2.154, 0.246)
H (0.930, -3.563, -0.785)
H (2.582, -3.212, -1.732)
H (2.549, -3.822, -0.018)
H (2.833, -1.267, -0.234)
H (1.687, -1.816, 0.886)
H (0.170, -0.488, 2.241)
H (-0.464, -1.848, 1.617)
H (-2.997, 1.268, -0.178)
H (-2.098, 0.499, 1.048)
H (-3.980, -1.200, -0.531)
H (-2.930, -1.470, 0.938)
H (-4.265, -0.317, 0.812)
H (-1.686, 1.047, -2.412)
H (-0.177, 0.138, -2.163)
H (0.242, 2.680, -1.398)
H (-1.220, 2.470, -0.407)
H (0.463, 2.488, 1.920)
H (2.262, 3.005, -0.290)
H (3.576, 1.715, -0.081)
H (2.576, 2.390, 1.285)